1.
# C39H45ClFO2S4ScSi2Te

A molecular structure, C39H45ClFO2S4ScSi2Te in a non-equilibrium geometry (ωB97M-V with the def2-TZVPD basis set, the Open Molecules 2025 dataset).

Output
energy above the lowest of the compared OMol25 structures with the same formula, charge and spin: 0.00 kJ/mol
DFT total energy: -5424.29897 Eh

CARTESIAN COORDINATES (ANGSTROEM)
Sc  0.972  -1.348  0.078
O  0.333  -3.306  0.423
S  -0.561  -3.665  1.590
C  -1.358  -5.201  1.060
C  -1.850  -6.042  2.045
C  -2.541  -7.187  1.678
C  -2.719  -7.488  0.335
C  -2.208  -6.644  -0.643
C  -1.522  -5.496  -0.284
C  -2.088  -2.742  1.286
C  -2.322  -2.226  0.021
C  -3.536  -1.608  -0.242
C  -4.497  -1.506  0.754
C  -4.240  -2.011  2.022
C  -3.031  -2.633  2.294
H  -1.697  -5.799  3.091
H  -2.940  -7.842  2.441
H  -3.251  -8.386  0.050
H  -2.352  -6.874  -1.691
H  -1.110  -4.831  -1.034
H  -1.575  -2.328  -0.761
H  -3.729  -1.216  -1.233
H  -5.444  -1.026  0.541
H  -4.986  -1.924  2.802
H  -2.818  -3.036  3.277
C  -4.277  2.326  3.242
Si  -2.407  2.062  3.088
C  -1.508  3.714  3.246
C  -1.895  0.852  4.430
C  -2.173  1.399  1.315
Te  -0.181  1.394  0.459
C  -0.869  2.213  -1.428
Si  -0.835  4.101  -1.518
C  -1.159  4.580  -3.319
C  0.806  4.826  -0.934
C  -2.228  4.790  -0.447
H  -4.545  2.649  4.250
H  -4.813  1.395  3.040
H  -4.643  3.081  2.543
H  -1.478  4.047  4.286
H  -2.006  4.494  2.666
H  -0.480  3.631  2.886
H  -1.880  1.335  5.410
H  -0.909  0.439  4.244
H  -2.598  0.016  4.478
H  -2.746  2.038  0.641
H  -2.572  0.390  1.237
H  -1.882  1.836  -1.582
H  -0.234  1.771  -2.198
H  -0.488  4.055  -4.002
H  -1.020  5.652  -3.473
H  -2.184  4.332  -3.603
H  1.615  4.639  -1.643
H  1.098  4.413  0.035
H  0.711  5.908  -0.820
H  -3.191  4.355  -0.726
H  -2.304  5.872  -0.575
H  -2.053  4.584  0.611
Cl  0.487  -1.210  2.467
O  2.750  -0.902  0.111
C  3.628  0.144  -0.185
C  5.061  -0.375  -0.216
C  6.203  0.279  -0.563
C  7.360  -0.532  -0.415
C  7.066  -1.780  0.036
S  5.380  -1.984  0.293
C  3.560  1.192  0.927
C  3.181  0.957  2.212
C  3.325  2.094  3.054
C  3.824  3.169  2.395
S  4.125  2.815  0.741
C  3.281  0.742  -1.545
C  2.518  1.832  -1.841
C  2.344  2.028  -3.239
C  2.979  1.079  -3.974
S  3.807  -0.047  -2.983
H  6.213  1.299  -0.919
H  8.358  -0.186  -0.640
H  7.744  -2.592  0.246
H  2.826  -0.005  2.547
H  3.063  2.097  4.103
H  4.053  4.154  2.771
H  2.101  2.489  -1.093
H  1.787  2.849  -3.669
H  3.024  0.974  -5.046
F  0.634  -2.388  -6.187
C  0.600  -2.151  -4.855
C  1.527  -2.764  -4.039
C  1.494  -2.486  -2.679
C  0.559  -1.611  -2.091
C  -0.369  -1.050  -2.982
C  -0.364  -1.305  -4.349
H  2.258  -3.440  -4.465
H  2.239  -2.970  -2.049
H  -1.142  -0.384  -2.603
H  -1.087  -0.851  -5.016

=====

2.
# C22H28CaCl2N4O6

A molecular structure, C22H28CaCl2N4O6 in a non-equilibrium geometry (ωB97M-V with the def2-TZVPD basis set, the Open Molecules 2025 dataset).

Output
energy above the lowest of the compared OMol25 structures with the same formula, charge and spin: 0.00 kJ/mol
DFT total energy: -3123.66352 Eh
net charge: -2

CARTESIAN COORDINATES (ANGSTROEM)
Ca  5.505  -12.898  -14.721
C  9.244  -14.447  -13.499
O  8.795  -14.760  -12.174
C  8.244  -13.667  -11.504
C  8.836  -13.273  -10.314
C  8.226  -12.328  -9.519
C  7.046  -11.726  -9.975
C  6.398  -12.098  -11.182
C  5.248  -11.413  -11.573
N  4.534  -11.601  -12.691
N  3.467  -10.879  -12.874
C  2.879  -11.151  -14.067
O  3.386  -11.922  -14.936
C  1.659  -10.428  -14.317
C  0.921  -10.720  -15.426
C  -0.348  -10.147  -15.569
C  -0.852  -9.271  -14.627
C  -0.082  -8.912  -13.511
C  1.151  -9.484  -13.384
C  6.987  -13.218  -11.963
O  6.526  -13.825  -13.003
H  8.986  -15.279  -14.166
H  10.324  -14.395  -13.516
H  8.855  -13.547  -13.923
H  9.782  -13.773  -10.045
H  8.661  -12.041  -8.577
H  6.565  -11.013  -9.328
H  4.817  -10.665  -10.903
H  1.307  -11.436  -16.200
H  -0.928  -10.425  -16.463
H  -1.832  -8.858  -14.763
H  -0.425  -8.237  -12.722
H  1.747  -9.256  -12.524
C  5.659  -11.567  -19.636
C  4.281  -11.867  -19.004
C  3.472  -12.780  -19.954
C  3.595  -10.622  -18.529
N  4.486  -12.665  -17.835
N  5.297  -13.697  -17.879
H  5.575  -10.814  -20.407
H  6.095  -12.494  -20.136
H  6.389  -11.198  -18.909
H  3.389  -12.370  -21.000
H  2.389  -12.870  -19.618
H  3.855  -13.808  -19.994
H  3.712  -9.877  -19.352
H  3.995  -10.219  -17.586
H  2.502  -10.764  -18.324
H  3.774  -12.804  -17.134
H  6.275  -13.607  -18.139
H  4.985  -14.383  -16.920
C  4.214  -15.895  -15.647
O  4.413  -14.475  -15.749
H  4.818  -16.235  -14.783
H  4.597  -16.427  -16.528
H  3.168  -16.150  -15.487
Cl  9.267  -9.670  -18.017
C  8.487  -10.207  -16.493
Cl  9.496  -10.024  -15.008
C  8.054  -11.745  -16.476
O  8.578  -12.447  -17.342
O  7.232  -12.145  -15.600
H  7.599  -9.584  -16.377

=====

The following HOMO level values (in Eh) correspond, in order, to the records above: -0.296; 0.000.
The following molar mass values (in g mol⁻¹) correspond, in order, to the records above: 957.2; 555.5.